{
  "formula": "C20H91NO27Si",
  "method": "ωB97M-V/def2-TZVPD",
  "multiplicity": 1,
  "energy_ev": -86867.6754,
  "homo_energy_ev": -8.61,
  "lumo_energy_ev": 0.01,
  "elements": ["C", "C", "C", "C", "C", "C", "C", "C", "C", "C", "C", "Si", "C", "N", "C", "C", "C", "C", "C", "C", "C", "C", "H", "H", "H", "H", "H", "H", "H", "H", "H", "H", "H", "H", "H", "H", "H", "H", "H", "H", "H", "H", "H", "H", "H", "H", "H", "H", "H", "H", "H", "H", "H", "H", "H", "H", "H", "H", "H", "O", "H", "H", "O", "H", "H", "O", "H", "H", "O", "H", "H", "O", "H", "H", "O", "H", "H", "O", "H", "H", "O", "H", "H", "O", "H", "H", "O", "H", "H", "O", "H", "H", "O", "H", "H", "O", "H", "H", "O", "H", "H", "O", "H", "H", "O", "H", "H", "O", "H", "H", "O", "H", "H", "O", "H", "H", "O", "H", "H", "O", "H", "H", "O", "H", "H", "O", "H", "H", "O", "H", "H", "O", "H", "H", "O", "H", "H", "O", "H", "H"],
  "xyz": [[-6.209, 3.878, 2.183], [-6.417, 2.780, 1.103], [-5.014, 2.302, 0.605], [-4.714, 0.855, 1.010], [-3.338, 0.347, 0.550], [-3.123, -1.099, 1.049], [-1.725, -1.663, 0.607], [-0.696, -1.195, 1.649], [0.757, -1.690, 1.346], [1.656, -1.261, 2.529], [3.165, -1.619, 2.365], [3.992, -0.739, 0.907], [4.912, 0.861, 1.367], [4.470, 1.900, 0.383], [5.095, -2.018, -0.003], [4.725, -1.911, -1.491], [3.410, -2.357, -1.809], [2.963, -2.256, -3.104], [3.840, -1.749, -4.090], [3.316, -1.650, -5.518], [5.108, -1.342, -3.759], [5.578, -1.393, -2.427], [-5.290, 3.664, 2.745], [-7.087, 3.894, 2.835], [-6.054, 4.851, 1.689], [-6.942, 3.186, 0.218], [-7.003, 1.968, 1.543], [-4.937, 2.385, -0.489], [-4.268, 3.002, 1.020], [-4.804, 0.730, 2.102], [-5.453, 0.192, 0.533], [-3.227, 0.338, -0.546], [-2.521, 0.981, 0.937], [-3.937, -1.782, 0.777], [-3.058, -1.036, 2.147], [-1.799, -2.768, 0.604], [-1.528, -1.290, -0.409], [-0.667, -0.095, 1.593], [-0.919, -1.528, 2.670], [0.778, -2.778, 1.169], [1.031, -1.217, 0.391], [1.525, -0.186, 2.704], [1.285, -1.819, 3.403], [3.667, -1.394, 3.323], [3.225, -2.716, 2.266], [2.915, -0.351, -0.026], [6.014, 0.783, 1.274], [4.681, 1.233, 2.375], [4.682, 1.570, -0.553], [4.907, 2.796, 0.559], [4.803, -3.000, 0.386], [6.152, -1.784, 0.175], [2.762, -2.745, -1.021], [1.953, -2.574, -3.369], [2.666, -2.523, -5.664], [2.678, -0.766, -5.642], [4.107, -1.651, -6.277], [5.786, -0.962, -4.523], [6.573, -1.037, -2.167], [7.178, 2.527, 3.316], [7.654, 3.303, 2.988], [6.611, 2.273, 2.576], [-9.059, 0.982, 0.690], [-9.075, 1.379, -0.187], [-9.240, 1.726, 1.284], [-10.543, 3.126, 2.560], [-10.373, 3.884, 1.990], [-11.499, 3.017, 2.524], [2.641, 1.422, -2.205], [2.219, 0.560, -2.284], [3.037, 1.402, -1.325], [-12.003, 1.640, 0.051], [-11.695, 0.756, 0.281], [-12.068, 1.628, -0.909], [0.430, 1.632, 4.243], [1.328, 1.779, 4.553], [-0.099, 1.660, 5.050], [10.427, 2.740, 3.768], [10.872, 2.374, 2.997], [9.507, 2.479, 3.658], [6.476, 5.388, 4.191], [6.482, 4.436, 4.032], [5.579, 5.662, 3.978], [0.224, -0.532, -5.014], [0.177, 0.011, -5.808], [0.552, 0.070, -4.338], [-10.153, -0.327, 3.103], [-10.940, 0.095, 3.461], [-9.906, 0.225, 2.348], [-5.872, -0.943, -1.826], [-6.637, -1.362, -1.419], [-5.324, -1.681, -2.114], [5.282, -5.336, -2.966], [5.252, -4.924, -3.838], [5.153, -4.588, -2.370], [3.808, -7.826, -2.650], [4.289, -7.040, -2.958], [3.260, -8.076, -3.401], [5.208, -0.846, -7.991], [5.497, -1.181, -8.847], [5.966, -0.340, -7.679], [-6.370, 4.242, -1.721], [-6.047, 3.915, -2.566], [-5.657, 4.809, -1.399], [-0.802, 0.606, 7.110], [-1.236, -0.250, 7.024], [-0.417, 0.588, 7.993], [0.698, -3.174, -7.046], [0.690, -2.756, -7.913], [0.579, -2.440, -6.429], [-3.640, 2.319, 7.386], [-3.647, 2.158, 8.334], [-2.771, 2.009, 7.100], [-3.862, 5.851, -0.673], [-3.921, 5.680, 0.275], [-2.971, 5.574, -0.907], [-1.585, -4.800, -0.577], [-1.277, -5.681, -0.339], [-1.652, -4.827, -1.538], [-2.261, -0.203, 4.473], [-2.103, 0.549, 3.892], [-3.224, -0.300, 4.480], [5.540, -1.488, -10.986], [5.567, -0.741, -11.593], [5.278, -2.233, -11.536], [-8.042, 2.197, 4.422], [-7.962, 1.247, 4.278], [-8.941, 2.401, 4.135], [8.672, 7.467, 4.424], [8.210, 6.623, 4.333], [9.062, 7.429, 5.303], [6.851, -8.697, -2.555], [7.034, -7.937, -3.115], [5.887, -8.774, -2.573], [-4.964, -1.511, 5.211], [-5.398, -2.366, 5.127], [-4.585, -1.526, 6.096], [7.984, -0.822, -8.337], [7.982, -1.714, -7.973], [7.914, -0.957, -9.289]]
}

{
  "formula": "C21H10BrClN5O4Ru",
  "method": "ωB97M-V/def2-TZVPD",
  "charge": 1,
  "multiplicity": 5,
  "s_squared": 6.08,
  "de_lowest_kj_mol": 83.1,
  "energy_ev": -122713.7333,
  "homo_energy_ev": [-12.30, -12.50],
  "lumo_energy_ev": [-3.60, -7.54],
  "elements": ["Ru", "O", "C", "O", "C", "C", "Cl", "N", "N", "C", "C", "O", "O", "C", "C", "C", "C", "C", "C", "H", "H", "H", "H", "H", "H", "N", "C", "C", "C", "N", "C", "N", "Br", "C", "C", "C", "C", "C", "C", "H", "H", "H", "H"],
  "xyz": [[11.852, -12.114, 0.500], [7.496, -9.384, -2.561], [7.044, -10.615, -2.058], [5.882, -10.967, -2.295], [7.885, -11.418, -1.141], [7.442, -12.333, -0.310], [5.945, -13.016, 0.008], [8.569, -12.822, 0.336], [9.668, -12.131, 0.014], [9.268, -11.291, -0.868], [10.376, -10.416, -1.393], [10.291, -9.480, -2.121], [11.557, -10.789, -0.862], [8.483, -13.922, 1.183], [8.352, -13.705, 2.500], [8.218, -14.761, 3.438], [8.069, -16.039, 2.944], [8.130, -16.206, 1.518], [8.434, -15.206, 0.641], [8.470, -9.353, -2.641], [8.254, -12.715, 2.829], [8.020, -14.523, 4.437], [7.946, -16.931, 3.627], [7.955, -17.180, 1.113], [8.329, -15.347, -0.378], [11.893, -13.112, 2.192], [11.773, -13.662, 3.148], [11.796, -14.284, 4.416], [11.354, -15.570, 4.516], [11.168, -16.693, 4.652], [12.011, -13.410, 5.479], [12.312, -12.905, 6.494], [18.225, -10.614, 1.201], [16.424, -11.096, 0.942], [15.727, -11.590, 2.047], [14.465, -11.894, 1.882], [13.777, -11.704, 0.607], [14.486, -11.191, -0.511], [15.778, -10.761, -0.292], [16.278, -11.648, 3.003], [13.924, -12.410, 2.667], [14.033, -11.047, -1.471], [16.466, -10.310, -1.008]]
}

{
  "formula": "C21H10IrN5O9",
  "method": "ωB97M-V/def2-TZVPD",
  "multiplicity": 1,
  "de_lowest_kj_mol": 14.9,
  "energy_ev": -50650.6994,
  "homo_energy_ev": -9.36,
  "lumo_energy_ev": -1.34,
  "elements": ["Ir", "O", "C", "O", "C", "C", "C", "C", "C", "C", "O", "N", "O", "O", "N", "O", "O", "H", "H", "N", "C", "C", "C", "C", "C", "N", "C", "H", "H", "H", "H", "O", "C", "N", "C", "O", "C", "C", "C", "C", "C", "C", "H", "H", "H", "H"],
  "xyz": [[0.394, -1.391, -1.561], [4.325, -1.904, -0.714], [3.132, -1.787, -0.583], [2.328, -1.680, -1.629], [2.529, -1.739, 0.799], [3.397, -1.440, 1.835], [2.952, -1.476, 3.141], [1.659, -1.837, 3.452], [0.790, -2.119, 2.421], [1.187, -2.065, 1.068], [0.320, -2.383, 0.119], [-0.593, -2.431, 2.811], [-0.761, -2.864, 3.934], [-1.501, -2.126, 2.060], [3.875, -1.138, 4.232], [4.985, -0.753, 3.927], [3.466, -1.254, 5.370], [4.426, -1.206, 1.608], [1.326, -1.881, 4.477], [-5.251, 1.575, -2.779], [-4.641, 0.715, -2.324], [-3.874, -0.361, -1.758], [-4.465, -1.333, -0.955], [-3.669, -2.351, -0.476], [-2.319, -2.352, -0.776], [-1.741, -1.395, -1.518], [-2.516, -0.425, -2.016], [-5.520, -1.283, -0.725], [-4.069, -3.131, 0.156], [-1.670, -3.121, -0.389], [-2.049, 0.289, -2.677], [0.326, 1.142, 1.232], [0.270, 1.390, 0.063], [0.215, 0.473, -0.996], [0.188, 1.080, -2.192], [0.188, 0.312, -3.179], [0.194, 2.544, -2.008], [0.187, 3.602, -2.890], [0.219, 4.884, -2.341], [0.264, 5.076, -0.966], [0.278, 3.996, -0.082], [0.238, 2.736, -0.627], [0.158, 3.445, -3.960], [0.212, 5.744, -2.997], [0.291, 6.084, -0.575], [0.322, 4.138, 0.990]]
}